C36H31F5N3O11 | wB97M-V/def2-TZVPD

As for the energy above the lowest of the compared OMol25 structures with the same formula, charge and spin: 0.0 kcal/mol. As for the orbital gap: 7.97 eV. The value obtained for the LUMO energy is -3.62 eV. The calculation puts the HOMO energy at -0.42608 Ha.

The geometry in ORCA input format:
```
! RIJCOSX wB97M-V def2-TZVPD def2/J DEFGRID3
* xyz 1 1
C -1.24 2.27 1.45
C -0.67 1.13 0.64
C -0.46 1.60 -0.80
C -1.56 -0.14 0.57
C -2.62 -0.33 1.68
C -3.93 0.28 1.36
C -4.67 0.09 0.24
N -5.84 0.82 0.36
N -6.87 0.91 -0.60
C -7.02 2.31 -0.95
O -7.77 3.05 -0.45
F -6.14 2.65 -1.84
C -8.12 0.36 -0.18
O -9.08 0.46 -0.81
F -8.03 -0.29 0.95
C -5.83 1.44 1.54
N -4.70 1.14 2.17
C -4.38 1.63 3.52
O -3.66 2.82 3.52
C -4.37 3.97 3.28
F -5.49 4.01 4.00
F -3.60 5.00 3.57
F -4.72 4.03 1.98
H -0.56 3.11 1.40
H -1.31 2.02 2.51
H -2.22 2.56 1.09
H 0.31 0.86 1.03
H -1.39 2.02 -1.17
H 0.33 2.34 -0.85
H -0.20 0.74 -1.40
H -0.90 -0.99 0.65
H -2.02 -0.20 -0.41
H -2.25 0.02 2.64
H -2.76 -1.40 1.81
H -4.45 -0.52 -0.61
H -6.57 2.08 1.99
H -3.76 0.89 3.99
H -5.31 1.68 4.08
C -0.56 1.27 -5.26
C -0.53 2.16 -6.25
C -1.70 3.04 -6.53
O -1.68 3.85 -7.43
C -2.90 2.87 -5.67
C -2.93 1.98 -4.69
C -1.76 1.11 -4.41
O -1.78 0.30 -3.50
H 0.28 0.63 -5.04
H 0.33 2.30 -6.88
H -3.74 3.52 -5.90
H -3.80 1.85 -4.05
C 1.00 -5.03 -0.98
C 0.77 -3.75 -1.29
C 1.50 -2.66 -0.60
O 1.29 -1.49 -0.88
C 2.49 -3.03 0.44
C 2.73 -4.30 0.74
C 2.00 -5.40 0.06
O 2.21 -6.56 0.33
H 0.49 -5.84 -1.47
H 0.05 -3.46 -2.04
H 3.01 -2.21 0.92
H 3.45 -4.60 1.49
C 6.47 -3.22 2.82
C 7.20 -3.70 3.82
C 7.11 -3.14 5.19
O 7.78 -3.58 6.10
C 6.17 -2.02 5.41
C 5.43 -1.53 4.41
C 5.52 -2.10 3.04
O 4.85 -1.66 2.13
H 6.52 -3.61 1.81
H 7.90 -4.52 3.68
H 6.11 -1.62 6.41
H 4.74 -0.71 4.54
C 4.35 -0.56 -1.81
C 5.33 -1.14 -1.11
C 6.70 -0.59 -1.11
O 7.59 -1.11 -0.47
C 6.95 0.63 -1.93
C 5.98 1.20 -2.63
C 4.60 0.65 -2.62
O 3.71 1.18 -3.26
H 3.34 -0.95 -1.82
H 5.16 -2.02 -0.51
H 7.97 1.01 -1.91
H 6.14 2.09 -3.23
*
```

***

C16H25NO | wB97M-V/def2-TZVPD

The SMILES is CCC(CC)C(=O)NCCCCc1ccccc1. As for the energy above the lowest of the compared OMol25 structures with the same formula, charge and spin: 3.2 kcal/mol. As for the orbital gap: 9.94 eV. The value obtained for the LUMO energy is 0.71 eV. The calculation puts the HOMO energy at -0.33892 Ha.

The geometry in ORCA input format:
```
! RIJCOSX wB97M-V def2-TZVPD def2/J DEFGRID3
* xyz 0 1
C 3.20 2.04 -0.26
C 2.47 3.31 0.19
C 0.97 3.07 0.39
C 0.24 4.37 0.74
C -1.26 4.17 0.81
C 0.79 2.08 1.54
O 1.19 2.31 2.67
N 0.15 0.94 1.21
C -0.06 -0.14 2.15
C 0.68 -1.42 1.75
C -0.14 -2.36 0.86
C -0.51 -1.76 -0.50
C -1.15 -2.81 -1.37
C -0.38 -3.63 -2.18
C -0.97 -4.62 -2.95
C -2.34 -4.81 -2.91
C -3.12 -4.00 -2.10
C -2.53 -3.01 -1.33
H 2.78 1.67 -1.20
H 3.11 1.27 0.49
H 4.25 2.25 -0.42
H 2.61 4.10 -0.56
H 2.90 3.65 1.13
H 0.55 2.65 -0.53
H 0.48 5.13 -0.01
H 0.61 4.72 1.71
H -1.52 3.45 1.59
H -1.76 5.11 1.05
H -1.65 3.81 -0.14
H -0.13 0.79 0.26
H -1.13 -0.34 2.26
H 0.33 0.23 3.10
H 1.61 -1.15 1.25
H 0.94 -1.97 2.66
H 0.45 -3.27 0.69
H -1.05 -2.65 1.38
H -1.21 -0.94 -0.36
H 0.39 -1.39 -0.99
H 0.69 -3.49 -2.22
H -0.36 -5.25 -3.58
H -2.80 -5.58 -3.50
H -4.19 -4.14 -2.06
H -3.14 -2.38 -0.70
*
```

***

C5H14N4 | wB97M-V/def2-TZVPD

The SMILES is C=N[C@@H](N)[C@](C)(N)NC. As for the energy above the lowest of the compared OMol25 structures with the same formula, charge and spin: 24.9 kcal/mol. As for the orbital gap: 9.64 eV. The value obtained for the LUMO energy is 1.06 eV. The calculation puts the HOMO energy at -0.31525 Ha.

The geometry in ORCA input format:
```
! RIJCOSX wB97M-V def2-TZVPD def2/J DEFGRID3
* xyz 0 1
C -1.54 2.14 -0.12
N -0.41 1.74 0.37
C 0.45 0.98 -0.55
N 1.82 1.25 -0.13
C 0.01 -0.57 -0.52
C 1.17 -1.55 -0.64
N -0.94 -0.83 -1.58
N -0.84 -0.85 0.69
C -0.27 -0.78 2.02
H -1.98 1.73 -1.04
H -2.19 2.77 0.51
H 0.37 1.35 -1.58
H 1.87 2.26 -0.03
H 1.91 0.91 0.82
H 1.74 -1.38 -1.56
H 0.82 -2.59 -0.65
H 1.87 -1.46 0.20
H -0.53 -0.64 -2.49
H -1.22 -1.81 -1.51
H -1.73 -0.35 0.62
H 0.48 -1.56 2.18
H -1.05 -0.92 2.77
H 0.19 0.18 2.25
*
```

***

C23H16Br2N4O3Pd | wB97M-V/def2-TZVPD

As for the energy above the lowest of the compared OMol25 structures with the same formula, charge and spin: 11.3 kcal/mol. As for the orbital gap (alpha / beta): 2.62 / 2.56 eV. The value obtained for the LUMO energy (alpha / beta) is -10.29 / -10.35 eV. The calculation puts the HOMO energy (alpha / beta) at -0.47431 / -0.47426 Ha.

The geometry in ORCA input format:
```
! RIJCOSX wB97M-V def2-TZVPD def2/J DEFGRID3
* xyz 2 1
Pd 1.24 -0.86 -0.55
O -1.40 -2.25 3.77
C -2.26 -2.69 2.86
C -3.51 -3.23 3.21
C -4.42 -3.60 2.24
C -4.10 -3.46 0.89
C -2.85 -2.99 0.52
C -1.92 -2.59 1.48
C -0.66 -2.04 1.02
O -0.49 -1.85 -0.26
N 0.30 -1.69 1.88
N 1.34 -1.15 1.33
C 2.45 -0.63 1.91
C 3.32 0.05 1.05
C 4.49 0.76 1.44
C 5.30 1.32 0.49
C 5.01 1.12 -0.87
C 3.86 0.44 -1.21
N 3.00 -0.02 -0.31
H -1.72 -2.39 4.68
H -3.77 -3.34 4.26
H -5.38 -3.99 2.52
H -4.82 -3.73 0.13
H -2.58 -2.92 -0.52
H 2.63 -0.77 2.97
H 4.72 0.84 2.49
H 6.16 1.90 0.78
H 5.67 1.49 -1.64
H 3.60 0.26 -2.25
C -0.33 1.63 1.65
C -0.64 1.93 0.23
C -1.47 3.00 -0.14
C -1.70 3.26 -1.46
C -1.11 2.46 -2.45
C -1.27 2.66 -3.86
Br -2.31 4.09 -4.50
C -0.66 1.82 -4.77
C 0.11 0.75 -4.34
Br 0.96 -0.42 -5.54
C 0.33 0.47 -2.95
O 1.06 -0.48 -2.57
C -0.31 1.38 -2.01
N -0.09 1.16 -0.70
H -0.75 2.38 2.31
H 0.75 1.59 1.81
H -0.74 0.66 1.94
H -1.92 3.61 0.63
H -2.33 4.09 -1.75
H -0.78 1.99 -5.83
*
```

***

C27H29ClGaN2O6P2 | wB97M-V/def2-TZVPD

As for the orbital gap: 6.76 eV. The value obtained for the LUMO energy is -3.68 eV. The calculation puts the HOMO energy at -0.38366 Ha.

The geometry in ORCA input format:
```
! RIJCOSX wB97M-V def2-TZVPD def2/J DEFGRID3
* xyz 1 1
Ga -0.26 0.04 0.02
C -1.50 -0.23 3.25
O -0.37 -0.34 2.39
C 0.55 -1.32 2.65
C 0.51 -2.24 3.69
C 1.55 -3.14 3.85
C 2.64 -3.13 3.00
C 2.69 -2.24 1.95
C 1.64 -1.35 1.75
N 1.57 -0.42 0.72
N 2.65 0.02 0.20
C 2.68 1.10 -0.58
C 1.63 2.07 -0.55
O 0.45 1.85 -0.04
C 1.93 3.38 -1.02
C 3.11 3.68 -1.62
C 4.12 2.69 -1.80
C 5.30 2.96 -2.50
C 6.26 1.99 -2.67
C 6.06 0.72 -2.12
C 4.91 0.43 -1.42
C 3.91 1.40 -1.25
H -1.17 -0.08 4.28
H -2.13 -1.12 3.18
H -2.05 0.64 2.90
H -0.33 -2.26 4.37
H 1.49 -3.86 4.66
H 3.46 -3.82 3.16
H 3.52 -2.22 1.25
H 1.16 4.13 -0.91
H 3.28 4.67 -2.01
H 5.44 3.95 -2.91
H 7.16 2.20 -3.22
H 6.82 -0.03 -2.24
H 4.75 -0.55 -1.00
C -3.86 1.70 0.69
P -2.48 1.22 -0.40
C -2.13 2.79 -1.28
C -3.23 0.26 -1.76
C -4.60 0.02 -1.84
C -5.12 -0.71 -2.90
C -4.28 -1.23 -3.87
C -2.91 -1.03 -3.77
C -2.38 -0.29 -2.73
P -0.59 -0.03 -2.56
C -0.17 0.77 -4.16
C 0.16 -1.71 -2.73
H -4.28 0.82 1.17
H -4.61 2.23 0.12
H -3.46 2.37 1.46
H -3.02 3.12 -1.83
H -1.30 2.66 -1.97
H -1.85 3.54 -0.54
H -5.27 0.38 -1.09
H -6.18 -0.88 -2.97
H -4.69 -1.81 -4.69
H -2.25 -1.47 -4.51
H -0.48 0.11 -4.97
H 0.90 0.95 -4.22
H -0.70 1.72 -4.26
H -0.62 -2.47 -2.86
H 0.57 -2.79 -1.17
H 0.87 -1.73 -3.57
O -1.49 -1.43 0.14
Cl -1.08 -2.84 0.71
O -0.87 -3.64 -0.49
O -2.22 -3.28 1.46
O 0.86 -1.92 -1.51
*
```

***

C6H12O | wB97M-V/def2-TZVPD

The SMILES is C=C(O)CCCC. As for the energy above the lowest of the compared OMol25 structures with the same formula, charge and spin: 32.4 kcal/mol. As for the orbital gap: 9.30 eV. The value obtained for the LUMO energy is 0.90 eV. The calculation puts the HOMO energy at -0.30894 Ha.

The geometry in ORCA input format:
```
! RIJCOSX wB97M-V def2-TZVPD def2/J DEFGRID3
* xyz 0 1
C 2.10 -0.29 -0.70
C 1.26 0.38 0.09
O 1.30 0.32 1.44
C 0.15 1.28 -0.39
C -1.22 1.05 0.27
C -1.72 -0.37 -0.05
C -0.64 -1.43 0.20
H 2.83 -0.98 -0.29
H 2.10 -0.14 -1.77
H 2.07 -0.21 1.69
H 0.50 2.30 -0.20
H 0.03 1.14 -1.47
H -1.15 1.20 1.35
H -1.93 1.81 -0.09
H -2.02 -0.40 -1.10
H -2.64 -0.58 0.52
H 0.33 -1.23 -0.30
H -0.90 -2.39 -0.24
H -0.49 -1.57 1.28
*
```

***

C4H15N4 | wB97M-V/def2-TZVPD

As for the energy above the lowest of the compared OMol25 structures with the same formula, charge and spin: 73.6 kcal/mol. As for the orbital gap: 10.38 eV. The value obtained for the LUMO energy is -2.75 eV. The calculation puts the HOMO energy at -0.48249 Ha.

The geometry in ORCA input format:
```
! RIJCOSX wB97M-V def2-TZVPD def2/J DEFGRID3
* xyz 1 1
C 1.19 1.71 0.14
C 1.30 0.37 0.83
C -1.55 -0.27 0.08
C 0.32 -0.75 0.24
N -1.82 0.65 1.08
N -1.64 0.20 -1.28
N 0.67 -0.88 -1.28
N 0.48 -2.12 0.66
H 2.15 2.16 -0.05
H 0.80 1.66 -0.88
H 0.56 2.39 0.74
H 2.34 0.10 0.83
H 1.09 0.34 1.82
H -2.08 -1.17 0.07
H -1.61 1.62 0.80
H -1.25 0.49 1.86
H -2.41 -0.27 -1.69
H -0.23 -0.29 -1.79
H 0.61 -1.86 -1.68
H 1.49 -0.40 -1.44
H 1.36 -2.53 0.97
H -0.18 -2.29 1.53
H -1.60 1.14 -1.53
*
```

***

C5H16NO | wB97M-V/def2-TZVPD

As for the energy above the lowest of the compared OMol25 structures with the same formula, charge and spin: 31.0 kcal/mol. As for the orbital gap: 11.52 eV. The value obtained for the LUMO energy is -3.40 eV. The calculation puts the HOMO energy at -0.54836 Ha.

The geometry in ORCA input format:
```
! RIJCOSX wB97M-V def2-TZVPD def2/J DEFGRID3
* xyz 1 1
C 0.56 -1.21 1.80
C -0.28 -0.26 0.94
C 0.63 0.37 -0.14
C 0.21 1.57 -1.01
C -0.51 1.08 -2.28
N -0.79 0.94 1.80
H 0.21 -1.38 2.82
H 0.83 -2.11 1.22
H 1.57 -0.81 1.99
H -1.23 -0.64 0.49
H 1.23 -0.35 -0.71
H 1.38 0.83 0.51
H 1.01 2.27 -1.24
H -0.47 2.18 -0.40
H -0.34 -0.02 -2.37
H 0.01 1.47 -3.23
H -1.55 1.39 -2.38
H -1.37 0.60 2.58
H -0.16 1.66 2.12
H -1.42 1.50 1.21
H 0.11 -3.04 -2.01
H 0.10 -3.40 -0.57
O 0.27 -2.64 -1.14
*
```

***

C2H11NO3 | wB97M-V/def2-TZVPD

The SMILES is CNCO.O.O. As for the energy above the lowest of the compared OMol25 structures with the same formula, charge and spin: 35.7 kcal/mol. As for the orbital gap: 10.31 eV. The value obtained for the LUMO energy is 0.66 eV. The calculation puts the HOMO energy at -0.35440 Ha.

The geometry in ORCA input format:
```
! RIJCOSX wB97M-V def2-TZVPD def2/J DEFGRID3
* xyz 0 1
C 1.71 -0.16 2.02
N 0.93 -0.61 0.81
C 0.77 0.58 -0.03
O -0.01 0.27 -1.26
H 1.79 0.86 2.13
H 1.39 -0.68 2.95
H 2.81 -0.45 1.90
H 0.04 -0.95 1.23
H 1.76 0.88 -0.18
H 0.06 1.33 0.28
H 0.59 -0.31 -1.80
O -2.32 0.99 0.10
H -3.07 0.57 -0.38
H -1.66 1.10 -0.57
O -1.84 -1.35 -2.27
H -1.48 -1.44 -3.14
H -1.49 -0.65 -1.77
*
```

***

C2H2F4 | wB97M-V/def2-TZVPD

The SMILES is FCC(F)(F)F. As for the energy above the lowest of the compared OMol25 structures with the same formula, charge and spin: 0.0 kcal/mol. As for the orbital gap: 13.79 eV. The value obtained for the LUMO energy is 0.95 eV. The calculation puts the HOMO energy at -0.47176 Ha.

The geometry in ORCA input format:
```
! RIJCOSX wB97M-V def2-TZVPD def2/J DEFGRID3
* xyz 0 1
F -0.37 -1.72 -0.16
C 0.29 -0.59 -0.48
C -0.21 0.57 0.43
F -0.22 1.71 -0.26
F -1.50 0.35 0.79
F 0.57 0.74 1.52
H 1.39 -0.76 -0.34
H 0.06 -0.30 -1.51
*
```

***

C8H6BrClN2O | wB97M-V/def2-TZVPD

The SMILES is [H]\N=C1/C=CC(Br)=C/C1=C/N=C(/O)Cl. As for the orbital gap (alpha / beta): 6.95 / 6.95 eV. The value obtained for the LUMO energy (alpha / beta) is -0.75 / -0.75 eV. The calculation puts the HOMO energy (alpha / beta) at -0.28289 / -0.28288 Ha.

The geometry in ORCA input format:
```
! RIJCOSX wB97M-V def2-TZVPD def2/J DEFGRID3
* xyz 0 1
H 2.37 -0.36 1.21
N 1.73 -0.50 0.44
C 0.68 0.14 0.82
C 0.69 1.10 1.90
C -0.35 1.90 2.18
C -1.58 1.66 1.45
Br -3.11 2.68 1.88
C -1.68 0.70 0.50
C -0.58 -0.01 0.03
C -0.86 -0.95 -0.96
N 0.03 -1.80 -1.54
C 0.86 -1.92 -2.42
O 1.58 -2.96 -2.64
Cl 1.21 -0.60 -3.73
H 1.62 1.35 2.44
H -0.31 2.78 2.92
H -2.71 0.73 0.06
H -1.87 -1.25 -1.28
H 2.27 -2.69 -3.24
*
```

***

C7H8O | wB97M-V/def2-TZVPD

The SMILES is C1=C[C@H]2OCCC2=C1. As for the energy above the lowest of the compared OMol25 structures with the same formula, charge and spin: 123.0 kcal/mol. As for the orbital gap: 8.60 eV. The value obtained for the LUMO energy is 0.40 eV. The calculation puts the HOMO energy at -0.30129 Ha.

The geometry in ORCA input format:
```
! RIJCOSX wB97M-V def2-TZVPD def2/J DEFGRID3
* xyz 0 1
C 2.24 -0.09 0.26
C 1.48 -1.29 0.20
C 0.13 -0.71 -0.38
O -1.11 -1.44 -0.11
C -1.86 -0.37 0.53
C -1.48 0.92 -0.11
C 0.01 0.75 -0.17
C 1.36 1.06 0.18
H 3.41 -0.14 -0.12
H 1.80 -2.28 0.15
H 0.25 -0.97 -1.40
H -2.87 -0.45 0.26
H -1.54 -0.19 1.68
H -1.85 2.07 0.27
H -1.86 0.93 -1.16
H 1.89 2.19 -0.09
*
```

***

Number 1: total energy -78403.6157 eV. Number 2: total energy -20536.4150 eV. Number 3: total energy -11371.3341 eV. Number 4: total energy -179760.7411 eV. Number 5: total energy -127200.6487 eV. Number 6: total energy -8462.9500 eV. Number 7: total energy -10343.5910 eV. Number 8: total energy -8975.1721 eV. Number 9: total energy -9883.6497 eV. Number 10: total energy -12976.4739 eV. Number 11: total energy -95983.5907 eV. Number 12: total energy -9430.9106 eV.